This record from the OMol25 dataset describes a 2-piece molecular cluster, C4H12 overall in a non-equilibrium geometry. The level of theory is ωB97M-V with the def2-TZVPD basis set.

Element x y z (Å)
C1 0.9719 -1.1153 0.5062
C2 2.0241 -1.7039 -0.4717
H1 0.6322 -0.0795 0.2887
H2 0.0300 -1.7107 0.5670
H3 1.4565 -1.3037 1.5281
H4 1.8415 -2.7830 -0.8538
H5 3.1255 -1.5791 -0.2021
H6 1.8146 -1.0029 -1.3619
C3 -1.6849 0.8600 0.5259
C4 -1.3294 1.9422 -0.5345
H7 -2.2661 1.1537 1.3355
H8 -2.2502 0.1124 -0.0343
H9 -0.7182 0.4465 0.9114
H10 -0.2133 2.3225 -0.4592
H11 -1.9644 2.8087 -0.1214
H12 -1.4698 1.6321 -1.6240

Forces on atoms 1 to 6 (eV/Å):
C 0.710 -1.803 1.792
C -0.472 0.728 -2.379
H 1.253 -0.803 0.187
H 0.630 0.210 -0.390
H -1.027 1.086 -0.873
H 0.241 1.710 0.905

Computed properties:
Spin multiplicity: 2
<S²>: 0.75
Charge: -1
Gap between HOMO and LUMO (spin up / spin down) in eV: 2.86 / 11.79
E_LUMO (spin up / spin down) in eV: 4.38 / 4.53
HOMO energy (spin up / spin down) in eV: 1.520 / -7.256
Calculated total energy in eV: -4339.536

This record from the OMol25 dataset describes a 2-piece molecular cluster, C4H12 overall in a non-equilibrium geometry. The level of theory is ωB97M-V with the def2-TZVPD basis set.

Element x y z (Å)
C1 1.7784 1.1978 -1.2758
C2 2.0622 -0.2103 -0.8038
H1 1.7923 2.1116 -0.5702
H2 2.6212 1.3538 -2.0812
H3 0.7234 1.2335 -1.5093
H4 2.4235 -0.2591 0.2648
H5 2.9181 -0.6235 -1.3633
H6 1.2721 -0.9315 -0.9621
C3 -1.9470 0.2054 0.9773
C4 -1.8940 -1.2452 1.0942
H7 -2.6571 0.7787 1.5882
H8 -0.9958 0.8094 1.1342
H9 -2.3936 0.5741 -0.0724
H10 -2.9971 -1.5337 1.1494
H11 -1.4639 -1.5777 2.0203
H12 -1.2406 -1.6216 0.4500

Forces on atoms 1 to 6 (eV/Å):
C 1.306 1.610 -0.285
C 1.845 -0.606 1.728
H 0.661 -1.785 -0.417
H -2.334 0.467 0.891
H -0.113 0.176 -1.339
H -0.688 -0.062 -0.854

Computed properties:
Spin multiplicity: 2
<S²>: 0.75
Charge: -1
Gap between HOMO and LUMO (spin up / spin down) in eV: 2.83 / 11.56
E_LUMO (spin up / spin down) in eV: 4.33 / 4.34
HOMO energy (spin up / spin down) in eV: 1.502 / -7.213
Calculated total energy in eV: -4339.474

This record from the OMol25 dataset describes a 2-piece molecular cluster, C4H12 overall in a non-equilibrium geometry. The level of theory is ωB97M-V with the def2-TZVPD basis set.

Element x y z (Å)
C1 -2.1464 -0.0368 0.3103
C2 -2.4941 0.7273 -0.9688
H1 -2.9691 -0.0224 0.9661
H2 -1.9157 -1.1106 0.0537
H3 -1.2694 0.4291 0.7934
H4 -3.3549 0.2468 -1.3988
H5 -2.7216 1.7273 -0.7269
H6 -1.6919 0.6900 -1.6339
C3 1.5795 -0.1302 0.3994
C4 3.0467 -0.5132 0.2487
H7 1.4384 0.5574 1.2826
H8 1.2993 0.3556 -0.5133
H9 0.9662 -1.0593 0.5585
H10 3.6109 0.3774 0.0515
H11 3.4277 -0.9932 1.1941
H12 3.1944 -1.2451 -0.6166

Forces on atoms 1 to 6 (eV/Å):
C 1.562 -0.507 -1.110
C -0.675 -1.294 1.476
H -1.044 -0.034 1.043
H -0.009 0.995 0.406
H -0.314 -0.500 -0.118
H -0.498 -0.032 -0.541

Computed properties:
Spin multiplicity: 2
<S²>: 0.75
Charge: -1
Gap between HOMO and LUMO (spin up / spin down) in eV: 2.77 / 12.16
E_LUMO (spin up / spin down) in eV: 4.30 / 4.40
HOMO energy (spin up / spin down) in eV: 1.532 / -7.758
Calculated total energy in eV: -4340.737

This record from the OMol25 dataset describes a 2-piece molecular cluster, C4H12 overall in a non-equilibrium geometry. The level of theory is ωB97M-V with the def2-TZVPD basis set.

Element x y z (Å)
C1 -1.3119 -1.7499 -0.0407
C2 -0.0410 -2.4455 -0.5402
H1 -1.2066 -1.1359 0.8683
H2 -1.5867 -0.9782 -0.7637
H3 -2.1011 -2.4369 0.2700
H4 -0.0117 -2.3359 -1.6248
H5 0.0760 -3.4953 -0.2700
H6 0.8516 -1.9681 -0.1215
C3 0.0919 2.0257 -0.2343
C4 1.2169 2.0719 0.7877
H7 -0.7952 2.5773 0.0828
H8 0.4095 2.4478 -1.1902
H9 -0.1965 0.9927 -0.4227
H10 1.9460 1.2779 0.6422
H11 0.9401 2.0999 1.8448
H12 1.7187 3.0524 0.7123

Forces on atoms 1 to 6 (eV/Å):
C 0.106 0.542 0.949
C 0.225 0.388 0.270
H 0.637 -0.296 0.000
H -0.624 -0.443 -0.189
H -0.264 -0.022 -0.787
H 0.244 -0.256 -0.039

Computed properties:
Spin multiplicity: 2
<S²>: 0.75
Charge: -1
Gap between HOMO and LUMO (spin up / spin down) in eV: 2.78 / 11.99
E_LUMO (spin up / spin down) in eV: 4.34 / 4.46
HOMO energy (spin up / spin down) in eV: 1.559 / -7.527
Calculated total energy in eV: -4340.674

This record from the OMol25 dataset describes a 2-piece molecular cluster, C4H12 overall in a non-equilibrium geometry. The level of theory is ωB97M-V with the def2-TZVPD basis set.

Element x y z (Å)
C1 0.4701 1.0461 -1.7878
C2 -1.0570 0.8454 -1.6541
H1 1.0341 1.2694 -0.8842
H2 0.7980 0.0456 -2.0810
H3 0.6833 1.8677 -2.4625
H4 -1.5718 1.7787 -1.4367
H5 -1.2781 0.1456 -0.8599
H6 -1.4457 0.5186 -2.6195
C3 -0.1517 -0.3231 1.6076
C4 0.7457 -1.5423 1.8894
H7 -1.0443 -0.6599 1.0857
H8 -0.4999 0.1539 2.5281
H9 0.3439 0.4512 1.0360
H10 0.7276 -2.1194 0.9572
H11 0.4481 -2.1968 2.7010
H12 1.7979 -1.2807 1.9807

Forces on atoms 1 to 6 (eV/Å):
C -0.739 -0.669 0.308
C 0.557 0.956 0.039
H -0.432 0.082 0.357
H 0.683 0.449 -0.591
H 0.238 -0.343 -0.537
H -0.057 0.116 0.187

Computed properties:
Charge: 0
Gap between HOMO and LUMO in eV: 12.77
E_LUMO in eV: 1.17
HOMO energy in eV: -11.598
Calculated total energy in eV: -4342.218
SMILES string: CC.CC

This record from the OMol25 dataset describes a 2-piece molecular cluster, C4H12 overall in a non-equilibrium geometry. The level of theory is ωB97M-V with the def2-TZVPD basis set.

Element x y z (Å)
C1 0.4273 0.5029 2.0907
C2 -1.0156 0.9357 2.0059
H1 0.5387 0.1570 3.0826
H2 0.7087 -0.1574 1.3192
H3 1.0569 1.4175 2.0315
H4 -1.5712 0.0277 1.4873
H5 -1.1618 1.6832 1.2415
H6 -1.6843 1.2541 2.8013
C3 0.0744 -0.0444 -1.7563
C4 0.5806 -1.3925 -2.1780
H7 -1.0651 -0.1403 -1.9379
H8 0.5512 0.2730 -0.8692
H9 0.3313 0.7245 -2.5080
H10 0.1119 -1.7853 -3.0874
H11 0.3758 -2.2771 -1.5884
H12 1.7411 -1.1786 -2.1349

Forces on atoms 1 to 6 (eV/Å):
C -0.188 2.995 1.288
C -2.408 -2.250 -3.179
H 0.796 -1.103 0.868
H 0.250 -0.929 -0.576
H -0.061 -0.613 -0.043
H 0.646 1.592 1.233

Computed properties:
Charge: 0
Gap between HOMO and LUMO in eV: 11.94
E_LUMO in eV: 1.09
HOMO energy in eV: -10.848
Calculated total energy in eV: -4341.117
SMILES string: CC.CC

Look up the calculated total energy of the fifth one. -4342.218 eV